(1)
The following is a quantum chemistry calculation of a single C11H10Cl2N2O2 molecule, from OMol25.

```
! wB97M-V def2-TZVPD RIJCOSX def2/J DEFGRID3
* xyz 0 1
H -0.980 5.745 -3.598
H 0.738 -0.363 -1.744
H 1.190 -4.967 1.563
H 1.285 -3.727 5.644
O -0.251 -3.561 1.294
H -1.912 0.698 1.288
Cl -2.037 -1.589 2.928
C -0.054 2.119 -1.759
H 0.689 5.871 -3.548
N -0.659 1.595 -0.635
C -0.446 -2.305 0.769
C 1.133 -3.948 3.313
H 0.682 1.688 -2.456
N -0.443 3.352 -1.930
H -1.459 2.139 -0.307
Cl 1.174 -3.137 -1.281
C 1.223 -3.880 4.554
C -0.512 0.274 -0.346
C -1.223 -1.255 1.483
O 0.044 3.945 -3.060
C 0.276 -1.913 -0.355
H 1.761 -3.244 1.430
H -0.124 5.727 -1.995
C -0.134 5.389 -3.003
C -1.250 -0.023 0.801
C 0.280 -0.690 -0.881
C 1.006 -3.941 1.832
*
```

Summary:
LUMO in eV: 0.660
Gap between HOMO and LUMO in Eh: 0.314
E in eV: -43683.4520

(2)
The following is a quantum chemistry calculation of 2 unconnected molecules or ions with the total composition C7H15N3O4, from OMol25.

```
! wB97M-V def2-TZVPD RIJCOSX def2/J DEFGRID3
* xyz 0 1
H 2.252 -2.663 -0.062
H -0.509 3.532 0.033
H 0.348 -0.604 -1.624
H -0.295 -1.088 0.918
H 0.406 -4.444 -0.946
H -1.163 3.288 1.687
O -3.151 -1.111 1.260
O -2.530 1.629 -1.928
N -3.838 -0.272 0.766
H 1.976 -0.243 -0.912
O -4.962 0.007 0.965
C -0.300 3.114 1.111
C 0.682 -1.076 0.605
C 0.109 -3.447 -0.460
N -3.453 0.906 -1.246
C 0.110 1.678 0.852
N -3.071 0.536 -0.107
C 0.918 -0.221 -0.621
C 0.452 1.174 -0.339
H 0.223 0.961 1.703
C 1.130 -2.559 0.336
H 0.437 1.894 -1.273
H -0.745 -3.630 0.263
H -1.808 1.791 -1.289
H -0.506 -2.705 -1.105
H 0.598 3.583 1.564
H 1.296 -0.571 1.414
H 1.137 -3.022 1.386
O -4.515 0.768 -1.735
*
```

Summary:
Energy relative to the best compared isomer or geometry (same formula, charge and spin) in kJ/mol: 932.3
LUMO in eV: -0.577
Gap between HOMO and LUMO in Eh: 0.333
E in eV: -20152.8662

(3)
The following is a quantum chemistry calculation of a single C19H24N4O3S molecule, from OMol25.

```
! wB97M-V def2-TZVPD RIJCOSX def2/J DEFGRID3
* xyz 0 1
H -2.365 4.495 1.928
S -0.989 -2.650 -1.017
N 0.674 1.019 -2.177
H -0.075 -3.391 -3.469
O -0.393 0.813 -4.192
H 1.493 0.696 -1.669
H -2.923 -0.952 -0.053
C 1.401 -0.342 2.747
H 2.582 -0.190 -3.413
N -2.106 -0.811 0.530
H 2.974 -0.525 5.027
C 0.520 0.556 -3.437
H 1.646 -0.598 -4.885
C -2.898 3.875 1.212
C 1.603 -0.474 -3.803
C -0.226 1.765 -1.402
H 0.879 -4.005 -1.632
H 0.736 -2.784 -4.919
C -0.960 -1.482 0.293
H 3.701 -1.517 3.762
H 2.959 -2.283 5.168
H -3.602 4.492 0.658
H -1.025 0.938 3.171
H 0.724 -1.459 4.461
C 1.483 -1.908 -1.889
C -1.951 3.179 0.288
H -0.621 -1.884 -4.218
C 0.254 -2.495 -3.983
C -2.234 0.100 1.597
H 1.211 1.962 0.173
C 2.877 -1.454 4.469
O 2.250 -1.164 -1.296
H -0.297 3.225 1.644
H 1.452 0.607 3.281
H -1.862 1.737 -2.782
C -2.369 2.749 -0.966
H 1.182 -3.066 -0.130
C -0.648 2.896 0.677
H 1.456 -2.445 3.192
C 0.205 2.193 -0.150
C -1.013 0.249 2.343
C 1.542 -1.504 3.739
N 0.117 -1.336 0.978
H -3.465 3.122 1.761
N 1.189 -1.731 -3.192
C -1.523 2.055 -1.811
H -3.378 2.958 -1.287
O -3.297 0.647 1.791
C 0.107 -0.445 2.007
H 2.215 -0.397 2.022
C 0.792 -3.035 -1.147
*
```

Summary:
Energy relative to the best compared isomer or geometry (same formula, charge and spin) in kJ/mol: 0.0
LUMO in eV: 0.379
Gap between HOMO and LUMO in Eh: 0.314
E in eV: -43032.7603

(4)
The following is a quantum chemistry calculation of a molecular structure, C25H57Br4N7O7, from OMol25.

```
! wB97M-V def2-TZVPD RIJCOSX def2/J DEFGRID3
* xyz 0 1
H -3.284 0.579 4.152
C 0.970 0.132 -6.797
C -0.848 -2.346 -1.979
C 2.702 -4.079 3.044
H 0.107 1.382 -4.785
H 2.531 -1.529 3.397
O -5.278 -1.009 3.722
H -0.424 6.670 -0.737
C 1.646 -1.609 -5.152
H -3.500 -0.865 -3.088
H -1.893 -0.431 -3.510
O 4.674 -0.952 -3.205
H 0.306 1.733 5.660
N 1.558 -3.393 3.220
H -1.355 0.370 -0.155
C 3.175 1.057 -1.473
Br -2.668 5.095 0.609
C 2.638 -1.051 -1.299
C -3.640 -1.666 1.530
N -1.530 0.843 5.176
C -4.987 -0.051 0.278
H 2.142 -0.505 -0.487
H -3.055 -4.029 -3.277
H 0.831 -2.308 -5.352
C 2.766 2.935 0.016
H -1.774 2.306 6.655
C -3.010 -3.426 -2.366
H -6.101 0.435 2.524
H 3.768 -2.515 0.625
C -2.553 -1.295 -3.436
H -5.968 0.418 0.387
H -2.722 -1.292 1.074
N 2.461 2.291 -1.240
N 4.041 -1.206 -1.049
H -2.769 -1.700 -4.433
C 0.265 -4.039 3.125
H -5.182 -0.836 -0.460
H 2.535 -5.164 2.981
O 0.820 3.705 -1.921
H 2.304 -0.522 -2.189
Br 1.770 6.513 0.544
H 1.989 -1.688 -4.123
H -0.187 -3.849 2.150
H 5.992 -1.274 -1.663
H 2.034 3.731 0.175
H 1.978 0.005 -7.194
H 4.257 1.194 -1.385
H 2.916 0.246 -0.785
H 0.925 1.301 -0.947
O -1.682 -0.210 3.172
H 4.133 -0.906 1.024
H 0.260 0.000 5.879
C 1.542 -1.945 3.237
H 5.413 -1.981 0.348
O 3.802 -3.554 2.990
H 1.267 1.929 -2.840
H 0.379 -0.630 -7.312
C -2.213 1.356 6.356
O 0.821 0.299 -3.214
C -0.035 5.989 0.012
H -4.224 0.635 -0.078
H -2.735 -4.058 -1.527
H 0.377 -5.115 3.271
H 0.895 -1.627 4.058
H -3.249 -1.958 2.506
N 1.059 -0.296 -5.389
H -1.595 1.851 0.796
N -2.062 -2.337 -2.595
H 3.765 3.362 0.029
H -0.542 5.297 1.987
H -4.024 -2.594 1.101
C 1.470 2.681 -2.062
H -3.974 -2.963 -2.151
C -1.156 1.437 -0.106
C 4.373 -1.673 0.280
H 2.515 -1.824 -5.772
C 0.612 0.482 -4.404
H -0.393 -3.738 3.942
H 0.563 1.130 -6.890
H 0.335 0.737 4.238
C 0.299 1.784 -0.205
H 0.388 2.861 -0.350
C -0.097 0.809 5.232
H -2.087 0.616 7.152
H 2.142 -2.030 -1.315
H 3.010 0.670 -2.479
Br 1.135 1.332 1.553
C -5.393 -0.402 2.673
O -0.385 -3.257 -1.336
N -4.665 -0.646 1.561
H -0.387 -1.352 -2.106
H 0.132 4.991 -0.384
H -3.280 1.490 6.191
Br -2.021 2.243 -1.667
H 1.083 -1.548 2.330
H -1.267 6.903 1.548
C 4.963 -1.126 -2.027
C -0.954 5.924 1.204
H 2.524 2.300 0.872
C -2.210 0.353 4.113
*
```

Summary:
Energy relative to the best compared isomer or geometry (same formula, charge and spin) in kJ/mol: 633.9
LUMO in eV: 0.329
Gap between HOMO and LUMO in Eh: 0.312
E in eV: -331776.5880

> Which of these has the highest gap between HOMO and LUMO?

C7H15N3O4

> E of number 2 (C7H15N3O4)?

-20152.8662 eV

> What is the LUMO in the fourth record?

0.329 eV